Entry 1:
ORCA calculation (ωB97M-V with the def2-TZVPD basis set) on a structure of composition C30H21BBr3F8InN3OP.

Summary:
LUMO level: -0.0585 Ha

Last column: Mulliken charge in e.
CARTESIAN COORDINATES (ANGSTROEM)
In  0.08393  0.07779  -0.15564  1.9282
Br  -0.51273  -3.58815  -0.66226  -0.0229
C  -0.05775  -4.14607  1.09526  -0.5497
Br  -0.06233  -2.63932  2.31582  -0.0941
H  0.94369  -4.55502  1.11538  0.3340
H  -0.79252  -4.84908  1.46342  0.3826
C  4.06080  -3.26048  -3.30756  -0.4011
C  2.77487  -2.74718  -3.38908  -1.0942
C  2.25449  -2.03634  -2.32217  0.3628
C  3.02654  -1.85087  -1.18491  -0.3812
C  4.31883  -2.35981  -1.09244  -0.2692
C  4.82826  -3.06979  -2.16120  -0.6401
N  2.42900  -1.06280  -0.16855  1.1348
N  3.16612  -0.73862  0.77143  -0.5722
C  2.57712  0.13242  1.73431  -0.0212
C  3.39140  0.52945  2.77777  -0.6016
C  2.87404  1.38706  3.73304  -0.5636
C  1.55811  1.80715  3.63385  -0.8108
C  0.80493  1.36460  2.56245  -0.4582
N  1.31552  0.55779  1.63000  0.1196
H  4.47361  -3.81354  -4.14119  0.4045
H  2.18122  -2.89631  -4.28047  0.4199
H  1.25728  -1.61681  -2.32258  0.4294
H  4.90653  -2.18656  -0.20301  0.4339
H  5.83103  -3.47292  -2.11268  0.3904
H  4.40901  0.16889  2.80108  0.5936
H  3.49333  1.72592  4.55297  0.4167
H  1.12009  2.47661  4.35892  0.5353
H  -0.22855  1.65486  2.42904  0.6713
F  -6.38280  4.73054  1.38985  -0.2872
C  -5.16042  4.32155  1.07202  0.5870
C  -4.27916  5.19150  0.45692  0.2797
F  -4.65521  6.43776  0.18646  -0.2950
C  -3.00776  4.75053  0.13769  0.2727
F  -2.18567  5.63912  -0.42191  -0.3710
C  -2.57754  3.45429  0.39549  -0.3614
P  -0.87772  2.93133  -0.08775  0.5358
C  -0.73925  3.37445  -1.83808  0.6957
C  -1.18563  2.40287  -2.73468  -0.6761
C  -1.09064  2.63907  -4.09784  -0.7270
C  -0.53331  3.82051  -4.56338  -0.5244
C  -0.07427  4.77816  -3.66885  -0.7881
C  -0.18068  4.56036  -2.30598  -0.1322
C  0.15024  4.05834  0.90559  0.7006
C  1.47319  4.26588  0.51234  -0.3815
C  2.34878  4.94133  1.34784  -0.9628
C  1.91699  5.41793  2.57872  -0.6420
C  0.60225  5.21974  2.97283  -0.8518
C  -0.27704  4.53649  2.14374  -0.7635
C  -3.48921  2.59322  1.02825  0.0942
Br  -3.06461  0.80861  1.45583  -0.0612
C  -4.76043  3.02808  1.35948  0.2187
F  -5.63374  2.22288  1.96160  -0.3264
H  -1.58421  1.45872  -2.36521  0.4705
H  -1.43542  1.88617  -4.79443  0.4523
H  -0.44416  3.99278  -5.62840  0.3954
H  0.37319  5.69337  -4.03361  0.4188
H  0.18204  5.30520  -1.61025  0.4349
H  1.82109  3.90363  -0.44439  0.4402
H  3.37285  5.09237  1.03177  0.4801
H  2.60321  5.94984  3.22555  0.4019
H  0.25618  5.60097  3.92549  0.4518
H  -1.29945  4.37566  2.46423  0.4003
F  3.59020  0.89990  -2.31814  -0.2925
B  2.81261  1.77763  -1.61083  0.2194
F  1.44834  1.14128  -1.46226  -0.1122
F  3.26896  1.95562  -0.29998  -0.3886
F  2.60503  2.97655  -2.24905  -0.2840
O  -1.35787  -0.61991  -1.08809  -0.7982

***

Entry 2:
ORCA calculation (ωB97M-V with the def2-TZVPD basis set) on a structure of composition C30H21BrIrN2Se2 in a non-equilibrium geometry.

Summary:
LUMO level: -0.1297 Ha
Charge: +1

Last column: natural (NBO) charge in e.
CARTESIAN COORDINATES (ANGSTROEM)
Ir  -0.28050  -0.06069  -0.12136  0.8481
Se  -0.62868  -0.66744  -3.11483  0.2692
Se  -1.30877  1.47485  -3.11338  0.2457
C  -2.65792  1.12886  -1.79365  0.0513
C  -3.96493  1.43837  -2.11317  -0.2658
C  -4.96603  1.15630  -1.19743  -0.1080
C  -4.61736  0.55039  -0.00922  -0.2370
C  -3.28492  0.28041  0.23941  0.0898
N  -2.28953  0.58386  -0.61518  -0.4588
C  1.23596  -0.22877  -2.87443  0.0505
C  2.18985  -0.52472  -3.82505  -0.2586
C  3.50705  -0.18158  -3.54863  -0.1254
C  3.80219  0.45541  -2.35604  -0.2409
C  2.77300  0.70902  -1.46379  0.0607
N  1.50770  0.35653  -1.70995  -0.5799
H  -4.18975  1.86779  -3.07802  0.2523
H  -5.99859  1.38252  -1.42761  0.2419
H  -5.35857  0.28740  0.73123  0.2452
H  -3.00204  -0.17308  1.16557  0.2361
H  1.91038  -1.01100  -4.74878  0.2492
H  4.28719  -0.39707  -4.26651  0.2407
H  4.81192  0.75066  -2.10911  0.2444
H  2.95494  1.20383  -0.51911  0.2231
Br  2.17538  -1.18689  1.17020  0.1754
C  1.27953  -1.06992  2.82981  -0.0765
C  1.84454  -1.71082  3.89126  -0.2301
C  1.27924  -1.55186  5.17003  -0.1952
C  0.22916  -0.69888  5.33805  -0.1688
C  -0.31829  0.01325  4.24288  -0.0620
C  -1.28586  1.02044  4.47066  -0.1845
C  -1.68519  1.81158  3.44042  -0.2064
C  -1.26118  1.52156  2.12385  -0.2921
C  -0.45415  0.44189  1.80762  -0.1359
C  0.15787  -0.22328  2.92460  -0.0553
H  2.72921  -2.31727  3.75434  0.2342
H  1.71007  -2.07456  6.01263  0.2311
H  -0.18898  -0.52806  6.32183  0.2244
H  -1.63674  1.18877  5.48069  0.2223
H  -2.34808  2.65002  3.61303  0.2244
H  -1.59579  2.18704  1.34469  0.2102
C  0.76516  -5.31147  -2.03848  -0.2160
C  1.46386  -4.08909  -2.02132  -0.1947
C  0.98480  -3.02446  -1.31178  -0.2434
C  -0.22160  -3.09416  -0.56791  -0.0314
C  -0.79515  -1.99645  0.17009  -0.1007
C  -1.85283  -2.26839  1.00270  -0.2715
C  -2.46934  -3.53702  1.06566  -0.1990
C  -2.02462  -4.54689  0.27490  -0.1811
C  -0.88256  -4.35386  -0.53842  -0.0857
C  -0.37407  -5.43519  -1.30235  -0.1573
H  1.14558  -6.14742  -2.60971  0.2247
H  2.40081  -3.99882  -2.55749  0.2151
H  1.56864  -2.12421  -1.27933  0.1942
H  -2.21383  -1.50502  1.67426  0.1977
H  -3.30413  -3.68756  1.73819  0.2200
H  -2.50845  -5.51540  0.27768  0.2209
H  -0.90897  -6.37658  -1.27345  0.2191

***

Entry 3:
ORCA calculation (ωB97M-V with the def2-TZVPD basis set) on a structure of composition C30H21Cl3CuN4O4S.

Summary:
Multiplicity: 2
LUMO level (alpha / beta): -0.0330 / -0.0322 Ha
Expectation value of S²: 0.7525

Last column: natural (NBO) charge in e.
CARTESIAN COORDINATES (ANGSTROEM)
Cu  -0.71198  -1.01328  -0.29270  1.4427
C  4.49131  4.13207  -3.05868  -0.6295
C  3.84902  2.84024  -2.62990  -0.0094
C  3.86017  2.45070  -1.29331  -0.2147
C  3.29478  1.24751  -0.89760  -0.2339
C  2.70201  0.42791  -1.84538  -0.2550
C  2.67210  0.80218  -3.17883  -0.1992
C  3.24503  2.00359  -3.56566  -0.2178
S  1.97413  -1.13642  -1.36172  2.3226
O  0.95042  -1.41609  -2.33811  -0.9649
O  3.06123  -2.05663  -1.20141  -0.9259
N  1.17719  -0.74495  0.00300  -1.0494
C  1.62576  -0.96625  1.28889  0.1905
C  2.94395  -1.13219  1.68067  -0.2668
C  3.28304  -1.27326  3.03327  -0.1679
C  2.33621  -1.26456  4.02057  -0.2314
C  0.97761  -1.13571  3.67271  -0.0919
C  -0.07465  -1.19522  4.61089  -0.1194
C  -1.37444  -1.12807  4.19088  -0.2729
C  -1.63257  -0.97321  2.82037  0.0588
N  -0.68063  -0.88893  1.92268  -0.5363
C  0.61836  -0.97858  2.31008  0.2121
H  4.74982  4.74473  -2.19609  0.2140
H  3.82767  4.70436  -3.70785  0.2183
H  5.40893  3.93306  -3.61570  0.2252
H  4.31315  3.10068  -0.55364  0.2107
H  3.30402  0.95742  0.14607  0.2349
H  2.18365  0.15373  -3.89504  0.2425
H  3.22360  2.30670  -4.60606  0.2130
H  3.71243  -1.19828  0.92582  0.2385
H  4.32674  -1.40202  3.29170  0.2149
H  2.60995  -1.38166  5.06186  0.2093
H  0.16283  -1.30858  5.66191  0.2169
H  -2.19626  -1.19442  4.89029  0.2215
H  -2.65036  -0.91449  2.44553  0.1864
C  -4.88104  -1.92804  -0.47721  -0.2478
C  -3.49098  -2.03716  -0.62301  0.1025
N  -2.70712  -0.97806  -0.61640  -0.5352
C  -3.24822  0.24877  -0.48164  0.2280
C  -4.62786  0.45610  -0.33941  -0.1140
C  -5.44860  -0.68745  -0.33211  -0.1219
C  -5.11720  1.79235  -0.18680  -0.1694
C  -4.27176  2.84786  -0.16503  -0.1808
C  -2.85956  2.66613  -0.31138  -0.1086
C  -1.92380  3.71593  -0.28919  -0.1169
C  -0.59219  3.43480  -0.45913  -0.2477
C  -0.18853  2.10724  -0.65675  0.0947
N  -1.04362  1.10828  -0.66516  -0.5024
C  -2.35233  1.36919  -0.48467  0.2306
H  -5.48242  -2.82581  -0.47257  0.2359
H  -2.99330  -2.99176  -0.74212  0.2647
H  -6.51904  -0.57569  -0.20991  0.2241
H  -6.18492  1.93953  -0.08118  0.2213
H  -4.65106  3.85443  -0.03911  0.2225
H  -2.26203  4.73381  -0.13842  0.2218
H  0.15220  4.21867  -0.44825  0.2328
H  0.84868  1.84760  -0.81911  0.2368
Cl  -2.09769  -5.63226  -0.45212  -0.0148
C  -0.35057  -5.31070  -0.55747  -0.2073
Cl  0.15883  -5.37801  -2.25289  0.0288
Cl  0.49919  -6.53839  0.36886  0.0405
C  -0.02528  -3.84821  -0.01910  0.7576
O  0.90611  -3.72258  0.74354  -0.6272
O  -0.81011  -2.98862  -0.53183  -0.8351

***

Energy relative to the best compared isomer or geometry (same formula, charge and spin) / kJ/mol: 290.2, 178.5, 32.2